# 1
{"formula": "C6H30NO9", "method": "ωB97M-V/def2-TZVPD", "symbols": ["C", "N", "C", "O", "C", "C", "C", "C", "H", "H", "H", "H", "H", "H", "H", "H", "H", "H", "H", "H", "H", "H", "H", "H", "O", "H", "H", "O", "H", "H", "O", "H", "H", "O", "H", "H", "O", "H", "H", "O", "H", "H", "O", "H", "H", "O"], "xyz": [[-0.869, 0.845, -0.837], [-0.435, 1.134, 0.566], [0.168, -0.051, 1.284], [1.281, -0.603, 0.679], [-0.560, 2.011, -1.750], [0.896, 2.223, -2.095], [1.721, 0.979, -2.462], [1.127, 0.151, -3.621], [-0.509, -0.098, -1.231], [-1.956, 0.850, -0.738], [0.382, 1.732, 0.456], [-0.577, -0.852, 1.322], [0.476, 0.544, 2.157], [-0.975, 1.829, -2.753], [-1.072, 2.926, -1.447], [1.144, 2.952, -2.891], [1.518, 2.792, -1.381], [1.646, 0.288, -1.628], [2.753, 1.281, -2.608], [0.133, -0.204, -3.353], [1.115, 0.704, -4.561], [1.733, -0.755, -3.697], [0.757, -2.166, 0.748], [1.134, -3.559, 0.176], [0.476, -3.126, 0.722], [4.433, 0.915, 0.615], [2.998, 0.338, 0.426], [3.818, 0.590, -0.041], [-0.562, -2.589, -1.562], [-1.926, -1.954, -1.420], [-1.329, -2.337, -2.086], [-1.191, 3.381, 2.251], [-2.150, 2.538, 3.126], [-2.021, 3.398, 2.731], [2.587, -1.261, 3.134], [2.337, -0.587, 1.824], [2.965, -0.520, 2.646], [-1.726, -1.907, 2.770], [-1.132, -3.273, 2.279], [-1.924, -2.828, 2.574], [-2.583, -2.491, 0.972], [-3.837, -1.912, 0.376], [-3.040, -2.327, 0.113], [-3.121, 0.388, 3.116], [-1.914, 0.419, 2.099], [-2.187, 0.194, 3.003]], "atomic_forces_ev_per_a": [[-0.861, 1.045, 1.175], [0.512, -0.893, -0.984], [1.276, 1.351, -1.510], [-0.339, 0.035, 0.153], [0.115, 0.096, -1.690], [2.617, 1.165, -0.076], [-1.537, -0.538, 0.171], [0.587, 0.248, 0.525], [0.135, -0.107, 0.089], [-0.162, -0.612, -0.472], [-0.036, 0.161, 0.224], [-0.488, 0.386, 0.764], [-0.387, -1.211, 0.995], [-0.497, -0.370, 0.308], [0.218, 0.070, 0.410], [-1.287, -0.202, -0.489], [-0.515, -0.619, 0.931], [0.583, 0.075, 0.417], [0.113, -0.200, -0.077], [-0.129, 0.150, -0.197], [-0.087, -0.135, -0.150], [0.033, 0.051, -0.408], [0.563, 0.150, -0.302], [0.107, 0.014, 0.045], [-0.457, -0.136, 0.163], [-0.074, -0.106, 0.362], [0.106, -0.068, -0.266], [-0.057, 0.194, -0.398], [0.048, -0.056, 0.145], [0.017, -0.398, -0.071], [0.027, 0.280, -0.151], [0.074, -0.474, -0.101], [0.391, -0.470, -0.052], [-0.444, 0.863, 0.130], [0.318, 0.105, 0.308], [0.529, 0.232, 0.512], [-0.797, -0.469, -0.500], [0.318, 0.208, 0.185], [0.787, 0.068, -0.284], [-0.908, -0.135, 0.206], [-0.079, -0.189, -0.322], [-1.249, 0.639, 0.235], [1.051, -0.385, 0.061], [-0.066, -0.011, -0.326], [-0.134, 0.368, -0.076], [0.062, -0.173, 0.387]], "mulliken_charge": [-0.14, -0.13, 0.42, -0.97, -1.18, -0.77, 0.31, -1.35, 0.00, 0.24, 0.26, -0.72, 0.55, 0.40, 0.37, 0.46, 0.37, -0.32, 0.48, 0.29, 0.32, 0.39, 0.36, 0.25, -0.73, 0.25, 0.39, -0.67, 0.32, 0.31, -0.65, 0.30, 0.33, -0.64, 0.29, 0.40, -0.74, 0.37, 0.31, -0.77, 0.40, 0.28, -0.62, 0.29, 0.40, -0.69], "e_above_lowest_kj_mol": 219.8, "energy_ev": -26628.31386, "gap_ev": 8.3, "homo_ev": -5.565, "charge": -1}

# 2
{"formula": "C6H12Cl4Si", "method": "ωB97M-V/def2-TZVPD", "symbols": ["Cl", "C", "C", "C", "Si", "Cl", "Cl", "C", "C", "C", "Cl", "H", "H", "H", "H", "H", "H", "H", "H", "H", "H", "H", "H"], "xyz": [[2.847, 0.833, -1.188], [2.355, 2.293, -0.417], [0.947, 2.297, 0.224], [0.937, 1.264, 1.389], [-0.649, 0.217, 1.310], [-0.488, -1.137, 2.879], [-2.507, 1.105, 1.642], [-0.872, -0.674, -0.298], [-1.635, -2.030, -0.213], [-1.217, -2.914, -1.338], [-1.817, -2.328, -2.828], [3.107, 2.591, 0.357], [2.526, 3.135, -1.055], [0.284, 1.942, -0.614], [0.464, 3.282, 0.525], [0.926, 1.726, 2.352], [1.835, 0.668, 1.253], [0.122, -0.874, -0.633], [-1.217, -0.011, -1.147], [-1.442, -2.515, 0.768], [-2.709, -1.875, -0.280], [-0.118, -3.080, -1.439], [-1.679, -3.913, -1.249]], "atomic_forces_ev_per_a": [[0.004, -0.903, -0.404], [0.411, 2.893, 2.321], [-0.889, -0.583, -0.923], [-1.544, 0.246, -1.159], [0.095, -0.240, 0.130], [0.091, 0.053, -0.116], [0.551, 0.322, 0.059], [-0.692, 0.267, -0.589], [0.524, 0.921, 0.794], [0.701, -2.278, 0.798], [-0.522, 0.886, -2.025], [-0.474, -0.917, -0.156], [-0.478, 0.220, -1.119], [0.323, 0.235, 0.703], [1.313, -0.937, -0.390], [0.362, 0.457, 0.678], [-0.195, -0.544, 0.408], [1.144, -0.442, -0.126], [-0.180, -0.594, 1.125], [0.011, 0.166, -0.642], [-0.131, 0.086, 0.074], [-0.760, 0.349, 0.287], [0.332, 0.338, 0.271]], "mulliken_charge": [-0.16, -0.79, -0.34, -0.77, 0.58, -0.32, -0.30, -0.75, -0.59, -0.56, -0.20, 0.31, 0.44, 0.16, 0.40, 0.37, 0.43, 0.39, 0.44, 0.29, 0.32, 0.32, 0.33], "energy_ev": -64387.34643, "gap_ev": 11.1, "homo_ev": -10.465, "charge": 0}